1.
The following is a DFT calculation (ωB97M-V/def2-TZVPD) of C36H34MoN10O4S2 as an isolated structure.

Properties
LUMO energy ... -9.191 eV
Net charge ... +2
Multiplicity ... 1
Energy relative to the best compared isomer or geometry (same formula, charge and spin) ... 3.220 eV
Frontier orbital gap ... 0.174 Eh

The geometry in XYZ format:
```
87
C36H34MoN10O4S2 ωB97M-V/def2-TZVPD
Mo -1.64 -0.76 -0.77
C 0.95 4.33 0.34
C 1.67 3.18 1.00
C 2.81 3.62 1.88
O 2.17 2.25 0.02
C 1.37 1.10 -0.02
C 0.22 1.42 0.98
O 0.77 2.40 1.78
C -0.36 0.24 1.85
O -1.26 -0.42 0.89
C -1.19 0.70 3.05
C -0.70 1.60 3.99
C -1.48 1.98 5.07
C -2.76 1.46 5.23
C -3.25 0.55 4.31
C -2.46 0.16 3.23
C 0.69 -0.82 2.24
C 1.23 -0.86 3.52
C 2.18 -1.81 3.86
C 2.61 -2.74 2.93
C 2.07 -2.73 1.65
C 1.11 -1.79 1.32
C 0.95 0.80 -1.51
O -0.11 -0.22 -1.39
C 0.38 2.02 -2.21
C -0.99 2.26 -2.29
C -1.49 3.39 -2.92
C -0.60 4.30 -3.48
C 0.76 4.07 -3.41
C 1.26 2.94 -2.78
C 2.06 0.16 -2.31
C 1.73 -0.50 -3.49
C 2.72 -1.09 -4.26
C 4.05 -1.03 -3.85
C 4.38 -0.35 -2.68
C 3.39 0.24 -1.90
H 1.64 4.84 -0.35
H 0.62 5.04 1.10
H 0.09 3.99 -0.23
H 3.54 4.17 1.29
H 3.29 2.75 2.34
H 2.42 4.27 2.67
H 1.95 0.25 0.31
H -0.65 1.80 0.42
H 0.29 2.03 3.88
H -1.09 2.69 5.79
H -3.37 1.77 6.07
H -4.24 0.14 4.42
H -2.86 -0.57 2.54
H 0.91 -0.14 4.26
H 2.58 -1.82 4.86
H 3.37 -3.47 3.20
H 2.41 -3.44 0.91
H 0.74 -1.80 0.30
H -1.71 1.57 -1.86
H -2.55 3.56 -2.97
H -0.98 5.18 -3.98
H 1.46 4.77 -3.85
H 2.32 2.76 -2.73
H 0.70 -0.53 -3.83
H 2.46 -1.59 -5.18
H 4.82 -1.49 -4.44
H 5.41 -0.28 -2.37
H 3.67 0.78 -1.01
N -4.57 -0.71 -2.78
C -3.47 -1.36 -3.24
N -3.33 -2.04 -4.35
N -2.06 -2.51 -4.31
N -1.44 -2.14 -3.26
N -2.33 -1.38 -2.52
C -4.57 -0.10 -1.57
N -5.57 0.52 -1.03
N -5.11 0.99 0.17
N -3.90 0.68 0.39
N -3.47 -0.06 -0.73
H -5.42 -0.72 -3.33
S -2.61 -2.98 0.02
C -1.50 -4.24 0.37
N -0.37 -4.47 -0.24
C 0.40 -5.64 0.19
C -0.45 -6.39 1.24
S -1.92 -5.37 1.58
H -0.07 -3.92 -1.03
H 1.35 -5.31 0.62
H 0.62 -6.26 -0.67
H 0.08 -6.52 2.17
H -0.78 -7.36 0.88
```

In the Löwdin picture, each atom carries the following charge in e:
1 Mo 1.8152
2 C 0.0423
3 C -0.5272
4 C 0.0371
5 O 0.0037
6 C -0.1621
7 C -0.1578
8 O 0.0011
9 C -0.2183
10 O -0.3451
11 C -0.1483
12 C -0.0379
13 C -0.0421
14 C -0.0531
15 C -0.0507
16 C -0.0378
17 C -0.1144
18 C 0.0209
19 C -0.0292
20 C -0.0495
21 C -0.0698
22 C -0.0644
23 C -0.2497
24 O -0.2923
25 C -0.1572
26 C -0.0531
27 C -0.0492
28 C -0.0448
29 C -0.0347
30 C -0.0042
31 C -0.1694
32 C -0.0229
33 C -0.0471
34 C -0.0527
35 C -0.0447
36 C -0.0106
37 H 0.1060
38 H 0.1074
39 H 0.0845
40 H 0.1057
41 H 0.1007
42 H 0.1047
43 H 0.1456
44 H 0.1563
45 H 0.1160
46 H 0.1175
47 H 0.1169
48 H 0.1150
49 H 0.0869
50 H 0.1158
51 H 0.1225
52 H 0.1185
53 H 0.1011
54 H 0.0750
55 H 0.0632
56 H 0.1161
57 H 0.1196
58 H 0.1223
59 H 0.1335
60 H 0.1052
61 H 0.1166
62 H 0.1164
63 H 0.1170
64 H 0.1203
65 N 0.2145
66 C -0.4178
67 N 0.1174
68 N 0.0178
69 N -0.0304
70 N -0.2388
71 C -0.3933
72 N 0.1201
73 N 0.0355
74 N 0.0117
75 N -0.1712
76 H 0.1888
77 S 0.7430
78 C -1.0397
79 N -0.0113
80 C -0.1485
81 C -0.3338
82 S 1.0530
83 H 0.1489
84 H 0.1061
85 H 0.1384
86 H 0.0912
87 H 0.0922

2.
The following is a DFT calculation (ωB97M-V/def2-TZVPD) of C36H34N13O2S2Tl as an isolated structure.

Properties
LUMO energy ... -0.230 eV
Net charge ... 0
Multiplicity ... 1
Energy relative to the best compared isomer or geometry (same formula, charge and spin) ... 0.060 eV
Frontier orbital gap ... 0.290 Eh

The geometry in XYZ format:
```
88
C36H34N13O2S2Tl ωB97M-V/def2-TZVPD
Tl 1.12 -0.89 -3.36
C 5.15 1.09 -0.60
C 4.02 1.06 -1.58
N 3.83 0.11 -2.42
N 4.65 -0.98 -2.29
C 4.69 -1.92 -3.28
N 5.18 -3.11 -2.87
S 4.27 -1.62 -4.86
C 2.99 2.15 -1.60
C 3.06 3.20 -0.69
C 2.04 4.15 -0.68
C 1.00 4.01 -1.57
C 1.01 2.93 -2.44
N 1.98 2.02 -2.46
H 6.00 0.55 -1.02
H 5.46 2.11 -0.38
H 4.89 0.61 0.35
H 4.77 -1.32 -1.33
H 5.16 -3.36 -1.89
H 5.17 -3.85 -3.55
H 3.87 3.29 0.02
H 2.06 4.97 0.03
H 0.17 4.71 -1.59
H 0.21 2.78 -3.16
C 1.05 1.62 2.25
C 2.03 0.52 2.24
N 2.87 0.24 3.20
N 3.56 -0.83 2.72
C 3.19 -1.24 1.50
S 3.85 -2.53 0.64
N 2.20 -0.35 1.18
N 1.50 -0.34 -0.02
H 1.10 2.14 3.20
H 0.04 1.24 2.08
H 1.26 2.33 1.45
H 4.27 -1.27 3.28
H 1.60 0.57 -0.46
H 0.50 -0.44 0.19
N 0.57 -4.40 6.73
C 0.36 -4.28 5.61
C 0.09 -4.13 4.20
C -1.21 -3.86 3.77
C -1.47 -3.71 2.42
C -0.43 -3.84 1.50
C 0.86 -4.12 1.93
C 1.12 -4.26 3.28
N -0.69 -3.65 0.12
C -1.88 -3.85 -0.55
C -1.67 -3.40 -1.81
N -0.39 -2.91 -1.94
C 0.17 -3.09 -0.77
H -2.01 -3.76 4.49
H -2.46 -3.45 2.08
H 1.66 -4.22 1.21
H 2.12 -4.47 3.62
H -2.73 -4.30 -0.08
H -2.37 -3.37 -2.63
H 1.18 -2.79 -0.50
O -1.13 0.62 -3.95
C -1.48 0.77 -2.78
N -2.55 1.54 -2.38
C -2.76 1.41 -0.95
C -1.55 0.50 -0.60
O -1.33 0.09 0.54
N -0.84 0.23 -1.70
C -4.08 0.70 -0.65
C -4.15 -0.69 -0.75
C -5.36 -1.35 -0.56
C -6.50 -0.62 -0.25
C -6.44 0.76 -0.15
C -5.23 1.41 -0.35
C -2.63 2.74 -0.22
C -2.60 2.74 1.18
C -2.46 3.94 1.87
C -2.36 5.14 1.18
C -2.41 5.14 -0.20
C -2.54 3.94 -0.90
H -3.32 1.69 -3.03
H -3.26 -1.27 -0.98
H -5.40 -2.42 -0.64
H -7.45 -1.13 -0.10
H -7.32 1.33 0.08
H -5.18 2.49 -0.25
H -2.68 1.81 1.71
H -2.43 3.93 2.95
H -2.26 6.07 1.72
H -2.35 6.07 -0.75
H -2.56 3.94 -1.98
```

In the Löwdin picture, each atom carries the following charge in e:
1 Tl 0.8842
2 C -0.0115
3 C -0.2715
4 N 0.0332
5 N -0.0446
6 C -0.9526
7 N 0.0902
8 S 0.5505
9 C -0.2453
10 C -0.0264
11 C -0.0596
12 C -0.0381
13 C -0.1107
14 N 0.1016
15 H 0.0877
16 H 0.0737
17 H 0.0746
18 H 0.0348
19 H 0.0667
20 H 0.0885
21 H 0.1034
22 H 0.1136
23 H 0.0951
24 H 0.1095
25 C 0.0190
26 C -0.3161
27 N 0.1281
28 N 0.0187
29 C -0.7950
30 S 0.6086
31 N -0.0592
32 N 0.1366
33 H 0.0916
34 H 0.0676
35 H 0.0723
36 H 0.1487
37 H 0.0591
38 H 0.0556
39 N 0.1560
40 C -0.1840
41 C -0.2323
42 C -0.0147
43 C 0.0072
44 C -0.1713
45 C -0.0141
46 C -0.0144
47 N -0.0073
48 C -0.0571
49 C -0.1350
50 N -0.0006
51 C -0.1797
52 H 0.1234
53 H 0.1151
54 H 0.0682
55 H 0.1236
56 H 0.1175
57 H 0.1083
58 H 0.0736
59 O -0.0911
60 C -0.6286
61 N 0.1580
62 C -0.2704
63 C -0.4542
64 O 0.0029
65 N 0.1089
66 C -0.1315
67 C -0.0133
68 C -0.0734
69 C -0.0902
70 C -0.0770
71 C -0.0214
72 C -0.1586
73 C -0.0310
74 C -0.0724
75 C -0.0922
76 C -0.0940
77 C -0.0455
78 H 0.1584
79 H 0.0951
80 H 0.1002
81 H 0.1010
82 H 0.1030
83 H 0.1175
84 H 0.1191
85 H 0.1035
86 H 0.0998
87 H 0.1030
88 H 0.1099

3.
The following is a DFT calculation (ωB97M-V/def2-TZVPD) of C36H34N2OP2S3V as an isolated structure.

Properties
LUMO energy (alpha / beta) ... -0.287 / -0.287 eV
<S²> ... 0.77
Net charge ... 0
Multiplicity ... 2
Frontier orbital gap (alpha / beta) ... 0.219 / 0.199 Eh

The geometry in XYZ format:
```
79
C36H34N2OP2S3V ωB97M-V/def2-TZVPD
V 2.04 0.05 0.68
S 2.96 0.23 2.83
P 0.96 0.12 3.12
C 0.19 0.56 1.63
P -0.44 -0.75 0.72
S 0.99 -1.80 -0.28
C -1.48 0.01 -0.58
C -1.90 -0.77 -1.65
C -2.67 -0.21 -2.65
C -3.03 1.13 -2.58
C -2.62 1.90 -1.51
C -1.84 1.35 -0.51
C -1.59 -1.95 1.48
C -1.35 -3.32 1.47
C -2.28 -4.18 2.04
C -3.43 -3.68 2.61
C -3.67 -2.31 2.62
C -2.75 -1.45 2.06
C 0.54 -1.46 3.91
C -0.57 -1.55 4.74
C -0.89 -2.76 5.34
C -0.10 -3.88 5.10
C 1.01 -3.79 4.27
C 1.33 -2.58 3.67
C 0.55 1.34 4.41
C -0.35 2.36 4.17
C -0.61 3.30 5.16
C 0.04 3.21 6.39
C 0.94 2.18 6.63
C 1.20 1.25 5.64
H -1.61 -1.82 -1.69
H -3.00 -0.82 -3.48
H -3.64 1.57 -3.37
H -2.90 2.95 -1.46
H -1.50 1.94 0.33
H -0.44 -3.71 1.02
H -2.09 -5.25 2.03
H -4.16 -4.36 3.06
H -4.58 -1.92 3.07
H -2.92 -0.38 2.06
H -1.18 -0.67 4.93
H -1.76 -2.84 5.98
H -0.35 -4.83 5.57
H 1.62 -4.66 4.09
H 2.19 -2.49 3.03
H -0.85 2.41 3.21
H -1.32 4.10 4.99
H -0.16 3.95 7.16
H 1.44 2.11 7.59
H 1.90 0.44 5.81
C 1.10 -1.98 -4.46
C 2.53 -1.44 -4.51
C 2.93 -0.73 -3.22
N 2.19 0.52 -3.10
C 2.32 1.35 -2.08
S 3.44 1.11 -0.83
N 1.51 2.46 -2.01
C 0.55 2.99 -2.89
O -0.38 3.60 -2.43
C 0.77 2.87 -4.36
C 2.03 3.02 -4.93
C 2.17 3.03 -6.31
C 1.05 2.88 -7.12
C -0.20 2.72 -6.56
C -0.35 2.73 -5.18
H 0.86 -2.52 -5.37
H 0.37 -1.18 -4.34
H 0.99 -2.66 -3.62
H 2.65 -0.76 -5.36
H 3.23 -2.27 -4.66
H 4.00 -0.51 -3.21
H 2.72 -1.37 -2.36
H 1.40 0.63 -3.71
H 1.44 2.85 -1.08
H 2.90 3.16 -4.30
H 3.15 3.17 -6.75
H 1.16 2.90 -8.20
H -1.07 2.59 -7.19
H -1.32 2.62 -4.72
```

In the Löwdin picture, each atom carries the following charge in e:
1 V -0.1350
2 S 0.3362
3 P 0.4212
4 C -0.5568
5 P 0.4472
6 S 0.3709
7 C -0.3436
8 C -0.1043
9 C -0.0881
10 C -0.0985
11 C -0.0935
12 C -0.0876
13 C -0.3362
14 C -0.1029
15 C -0.0795
16 C -0.0874
17 C -0.0825
18 C -0.0860
19 C -0.3435
20 C -0.0824
21 C -0.0783
22 C -0.0871
23 C -0.0794
24 C -0.1040
25 C -0.3573
26 C -0.0818
27 C -0.0842
28 C -0.0902
29 C -0.0809
30 C -0.0976
31 H 0.0939
32 H 0.1013
33 H 0.1011
34 H 0.1060
35 H 0.0908
36 H 0.0677
37 H 0.1048
38 H 0.1018
39 H 0.1033
40 H 0.1122
41 H 0.1130
42 H 0.1053
43 H 0.1022
44 H 0.1044
45 H 0.0778
46 H 0.0885
47 H 0.1007
48 H 0.1001
49 H 0.1024
50 H 0.1068
51 C -0.0966
52 C -0.2294
53 C -0.2250
54 N 0.0496
55 C -0.7387
56 S 0.6695
57 N 0.1219
58 C -0.3865
59 O 0.1199
60 C -0.1658
61 C -0.0306
62 C -0.0692
63 C -0.0721
64 C -0.0645
65 C -0.0107
66 H 0.0731
67 H 0.0610
68 H 0.0701
69 H 0.1084
70 H 0.1115
71 H 0.1141
72 H 0.0578
73 H 0.1267
74 H 0.1382
75 H 0.1220
76 H 0.1076
77 H 0.1064
78 H 0.1076
79 H 0.1131